113
Properties=species:S:1:pos:R:3:forces:R:3 method="wB97M-V/def2-TZVPD" charge=-1 spin_multiplicity=2 homo_lumo_gap_ev="6.61 / 6.34" lumo_ev="2.42 / 2.41" energy_ev=-228624.8176
Mn 0.009 -0.625 0.062 -0.276 1.054 0.757
C 3.040 -0.355 -1.425 0.089 0.120 -0.064
N 2.605 0.136 -0.120 -0.126 -0.096 0.040
C 3.561 -0.238 0.923 -0.082 0.041 -0.098
C 2.500 1.600 -0.141 -0.225 0.039 0.020
C 1.191 2.122 -0.713 0.184 -0.182 -0.099
N 0.020 1.660 0.020 -0.331 -0.759 -0.019
C -0.132 2.280 1.353 0.112 -0.105 0.076
C 0.732 1.793 2.490 0.092 0.132 -0.026
C 1.418 2.697 3.283 0.015 0.020 -0.068
C 2.098 2.307 4.433 0.002 0.047 0.038
C 1.984 0.967 4.805 0.016 0.022 0.046
C 1.292 0.018 4.060 -0.055 -0.034 -0.131
C 0.718 0.415 2.814 0.261 0.094 -0.047
O 0.204 -0.430 1.988 -0.195 -0.888 0.624
C 1.141 -1.428 4.552 0.028 0.050 -0.009
C 1.877 -2.400 3.614 -0.060 0.000 0.030
C -0.351 -1.806 4.628 0.098 0.012 -0.043
C 1.722 -1.601 5.958 0.004 -0.041 0.011
C 2.906 3.332 5.232 -0.015 0.004 -0.003
C 4.008 3.923 4.340 0.000 0.007 0.041
C 3.576 2.709 6.459 -0.019 0.013 -0.011
C 1.991 4.467 5.721 0.031 -0.030 0.006
C -1.208 1.961 -0.738 -0.109 0.123 -0.031
C -1.352 1.431 -2.150 -0.074 0.040 0.045
C -2.266 2.095 -2.948 0.035 0.054 0.005
C -2.655 1.612 -4.192 -0.086 0.000 -0.015
C -2.055 0.435 -4.613 0.004 0.017 -0.075
C -1.105 -0.268 -3.869 0.112 -0.043 0.031
C -0.752 0.226 -2.587 -0.242 -0.053 -0.044
O 0.104 -0.390 -1.807 0.235 -0.707 -1.025
C -0.608 -1.596 -4.487 -0.055 0.018 0.008
C -0.189 -1.353 -5.948 -0.024 -0.029 -0.040
C -1.774 -2.601 -4.461 0.011 -0.007 0.034
C 0.590 -2.274 -3.806 -0.034 0.112 -0.006
C -3.749 2.329 -4.988 0.006 -0.002 0.027
C -4.031 1.643 -6.326 0.005 -0.008 0.021
C -3.334 3.780 -5.273 -0.004 -0.024 0.008
C -5.052 2.323 -4.170 0.031 -0.005 -0.026
H 3.980 0.129 -1.740 0.052 -0.019 0.058
H 3.206 -1.430 -1.386 -0.008 -0.010 -0.007
H 2.267 -0.161 -2.167 0.016 -0.018 0.069
H 4.563 0.175 0.721 -0.015 0.002 -0.011
H 3.216 0.132 1.889 -0.028 0.006 0.003
H 3.645 -1.319 0.990 -0.001 -0.151 -0.044
H 2.607 1.948 0.881 0.023 0.071 0.113
H 3.326 2.032 -0.725 0.077 0.016 -0.013
H 1.226 3.223 -0.734 0.000 0.054 0.032
H 1.079 1.772 -1.739 0.030 0.094 -0.009
H -0.009 3.370 1.257 -0.025 0.052 -0.026
H -1.166 2.098 1.650 -0.070 -0.038 -0.067
H 1.415 3.744 2.981 0.011 -0.035 0.005
H 2.459 0.645 5.724 -0.057 0.066 -0.121
H 1.470 -2.330 2.606 -0.005 0.044 -0.026
H 2.946 -2.166 3.584 -0.063 -0.023 0.000
H 1.758 -3.432 3.968 0.021 0.073 -0.004
H -0.813 -1.779 3.644 -0.002 0.056 -0.043
H -0.464 -2.815 5.041 0.023 0.067 -0.021
H -0.881 -1.105 5.281 0.012 -0.050 -0.019
H 2.804 -1.440 5.975 -0.071 -0.005 0.027
H 1.252 -0.912 6.665 0.045 -0.063 0.003
H 1.529 -2.621 6.301 0.026 0.018 -0.007
H 4.676 3.131 3.991 -0.012 0.041 0.000
H 3.584 4.415 3.462 0.024 -0.017 0.026
H 4.602 4.661 4.893 -0.039 -0.039 -0.041
H 4.261 1.906 6.172 -0.035 0.027 0.038
H 4.150 3.474 6.988 -0.008 -0.033 -0.008
H 2.834 2.303 7.152 0.057 -0.002 -0.021
H 1.539 5.004 4.884 0.005 -0.027 0.027
H 1.185 4.062 6.337 0.021 0.035 -0.017
H 2.559 5.188 6.320 -0.037 -0.027 -0.045
H -2.037 1.552 -0.158 0.026 0.011 0.030
H -1.339 3.054 -0.782 0.001 0.037 0.025
H -2.714 3.007 -2.558 0.014 -0.044 -0.005
H -2.346 0.025 -5.573 0.005 0.030 0.115
H -1.026 -1.035 -6.573 0.100 -0.026 0.006
H 0.587 -0.585 -6.000 -0.024 -0.034 -0.010
H 0.212 -2.278 -6.376 -0.027 0.043 0.004
H -2.646 -2.211 -4.993 0.031 -0.029 0.035
H -1.476 -3.546 -4.929 -0.019 0.047 0.031
H -2.071 -2.805 -3.427 -0.005 0.008 -0.061
H 1.454 -1.608 -3.765 0.002 -0.021 0.025
H 0.357 -2.586 -2.793 0.001 0.025 0.108
H 0.864 -3.161 -4.392 -0.033 0.093 0.032
H -3.138 1.617 -6.956 -0.045 -0.022 0.009
H -4.384 0.620 -6.177 0.025 0.039 -0.043
H -4.809 2.193 -6.862 0.022 -0.015 0.009
H -2.411 3.802 -5.857 -0.031 0.019 0.018
H -4.116 4.300 -5.836 0.038 -0.022 0.034
H -3.160 4.330 -4.346 0.005 -0.009 -0.040
H -5.334 1.298 -3.916 -0.012 0.048 -0.011
H -4.934 2.874 -3.234 -0.008 -0.019 -0.026
H -5.869 2.783 -4.738 0.057 -0.015 0.040
C 1.916 -3.559 0.037 0.020 -0.266 0.005
C 0.453 -3.868 0.006 0.241 0.346 0.119
C -0.006 -5.193 -0.077 -0.022 -0.329 0.009
C -1.340 -5.457 -0.160 0.229 -0.060 0.040
C -2.249 -4.386 -0.177 -0.136 0.392 0.058
C -3.646 -4.513 -0.318 -0.223 -0.212 -0.031
Br -4.447 -6.241 -0.489 0.064 0.059 0.009
C -4.465 -3.417 -0.354 0.154 0.026 0.018
C -3.920 -2.141 -0.225 -0.070 -0.010 0.016
Br -5.058 -0.626 -0.304 0.010 -0.075 -0.001
C -2.551 -1.906 -0.032 -0.376 -0.003 -0.066
O -2.062 -0.755 0.132 0.655 0.531 -0.035
C -1.709 -3.079 -0.046 -0.226 -0.361 -0.052
N -0.375 -2.848 0.052 0.132 0.332 -0.229
H 2.425 -4.036 -0.803 0.018 0.009 0.016
H 2.380 -3.909 0.963 -0.020 0.011 -0.031
H 2.029 -2.487 -0.038 0.115 0.203 0.061
H 0.714 -6.003 -0.076 0.024 0.039 -0.011
H -1.700 -6.475 -0.211 -0.029 0.012 -0.053
H -5.531 -3.541 -0.480 -0.005 0.042 -0.009